Entry 1:
Density functional theory data (ωB97M-V with the def2-TZVPD basis set) for a 2-piece molecular cluster, C2H2BrI overall in a non-equilibrium geometry.

CARTESIAN COORDINATES (ANGSTROEM)
C  1.68  0.47  0.50
C  0.59  0.48  0.95
Br  -1.02  0.63  1.80
H  2.35  0.35  -0.27
I  -2.20  -0.54  -2.05
H  -1.41  -1.39  -0.93

Calculated values
Orbital gap in hartree: 0.3855
2S+1: 1
SMILES: C#CBr.I
HOMO energy in eV: -10.0
Strongest force on any atom in eV/A: 3.60
Relative energy (zero: lowest compared OMol25 entry of this formula, charge and spin) in eV: 1.474
Molar mass in g/mol: 232.85

=====

Entry 2:
Density functional theory data (ωB97M-V with the def2-TZVPD basis set) for a 14-piece molecular cluster, C96H211N9O14 overall in a non-equilibrium geometry.

CARTESIAN COORDINATES (ANGSTROEM)
C  -4.54  2.53  -3.33
C  -5.57  3.39  -3.99
C  -6.47  2.65  -5.07
O  -6.40  3.99  -2.99
H  -3.94  2.07  -4.11
H  -5.05  1.78  -2.76
H  -3.88  3.11  -2.69
H  -5.01  4.14  -4.51
H  -7.16  3.32  -5.56
H  -7.12  1.90  -4.63
H  -5.83  2.25  -5.84
H  -6.62  3.38  -2.24
C  -3.98  -1.25  -6.57
C  -3.90  -1.81  -5.14
C  -3.68  -0.69  -4.18
O  -5.04  -2.51  -4.72
H  -4.83  -0.60  -6.68
H  -4.13  -2.09  -7.24
H  -3.15  -0.64  -6.89
H  -3.06  -2.47  -5.10
H  -3.53  -1.05  -3.19
H  -4.48  0.09  -4.23
H  -2.71  -0.22  -4.43
H  -5.11  -3.36  -5.18
C  3.54  -4.74  -0.04
C  3.73  -3.96  1.24
C  2.84  -4.49  2.34
O  5.10  -3.99  1.62
H  4.14  -4.14  -0.79
H  2.47  -4.75  -0.38
H  3.96  -5.74  0.11
H  3.40  -2.94  0.98
H  1.85  -4.03  2.37
H  3.23  -4.04  3.28
H  2.85  -5.57  2.47
H  5.27  -3.42  2.37
C  -4.32  7.19  0.46
C  -4.37  7.69  -0.95
C  -3.42  6.98  -1.86
O  -5.72  7.77  -1.38
H  -3.56  7.78  0.96
H  -4.00  6.14  0.58
H  -5.20  7.41  0.98
H  -4.12  8.72  -0.95
H  -3.42  7.50  -2.84
H  -3.63  5.91  -2.01
H  -2.44  7.03  -1.39
H  -6.15  6.94  -1.49
C  1.84  -1.70  7.02
C  2.29  -1.04  5.67
C  3.81  -1.19  5.50
O  1.64  -1.59  4.59
H  2.04  -2.79  6.96
H  0.79  -1.55  7.27
H  2.29  -1.32  7.94
H  2.19  0.03  5.80
H  4.09  -2.26  5.51
H  4.47  -0.70  6.23
H  4.05  -0.83  4.50
H  1.66  -0.95  3.87
C  5.44  -3.93  -4.12
C  4.90  -2.48  -3.93
C  5.56  -1.74  -2.73
C  6.91  -1.21  -3.11
C  6.77  -0.33  -4.34
C  6.23  -1.06  -5.53
N  4.94  -1.62  -5.11
O  4.25  -2.39  -6.18
C  5.90  0.00  -6.58
C  7.32  -2.02  -6.03
C  3.40  -2.73  -3.62
H  6.53  -4.00  -4.05
H  5.14  -4.36  -5.07
H  4.96  -4.58  -3.37
H  4.95  -0.84  -2.53
H  5.51  -2.41  -1.87
H  7.54  -2.10  -3.27
H  7.41  -0.65  -2.33
H  7.81  0.08  -4.50
H  6.09  0.51  -4.22
H  5.46  -0.57  -7.36
H  5.28  0.85  -6.24
H  6.79  0.54  -6.98
H  6.88  -2.82  -6.65
H  8.01  -1.49  -6.64
H  7.89  -2.47  -5.24
H  2.94  -3.38  -4.36
H  2.85  -1.78  -3.73
H  3.33  -3.09  -2.59
H  3.49  -1.79  -6.28
C  1.89  -6.62  -5.83
C  0.76  -6.55  -4.80
C  1.27  -6.79  -3.41
C  0.26  -6.23  -2.35
C  -0.11  -4.74  -2.58
C  -0.66  -4.50  -3.94
N  0.31  -5.10  -4.93
O  -0.33  -4.98  -6.24
C  -2.09  -5.00  -4.03
C  -0.60  -3.00  -4.23
C  -0.20  -7.67  -5.08
H  2.63  -5.83  -5.60
H  1.44  -6.46  -6.81
H  2.40  -7.57  -5.93
H  1.30  -7.91  -3.23
H  2.22  -6.32  -3.26
H  0.73  -6.33  -1.36
H  -0.62  -6.87  -2.38
H  0.77  -4.22  -2.46
H  -0.79  -4.47  -1.73
H  -2.07  -6.09  -3.71
H  -2.78  -4.35  -3.48
H  -2.41  -4.96  -5.06
H  -0.92  -2.83  -5.23
H  -1.28  -2.43  -3.55
H  0.41  -2.59  -4.06
H  -1.01  -7.79  -4.33
H  0.48  -8.55  -5.05
H  -0.66  -7.56  -6.05
H  0.35  -4.49  -6.72
C  -7.60  -1.34  2.08
C  -7.02  -0.15  1.35
C  -7.81  0.03  0.07
C  -7.50  1.32  -0.67
C  -7.65  2.53  0.28
C  -6.86  2.39  1.52
N  -7.21  1.08  2.14
O  -6.52  0.87  3.37
C  -5.33  2.59  1.21
C  -7.32  3.53  2.46
C  -5.54  -0.56  1.10
H  -7.41  -2.27  1.53
H  -8.71  -1.29  2.23
H  -7.14  -1.50  3.10
H  -7.59  -0.81  -0.61
H  -8.91  -0.01  0.27
H  -8.11  1.47  -1.53
H  -6.46  1.20  -1.05
H  -8.73  2.55  0.56
H  -7.50  3.49  -0.16
H  -4.73  2.55  2.14
H  -4.98  1.87  0.41
H  -5.19  3.58  0.78
H  -7.40  4.49  1.93
H  -8.33  3.27  2.78
H  -6.67  3.71  3.28
H  -5.49  -1.48  0.52
H  -5.18  -0.81  2.09
H  -4.88  0.16  0.62
H  -7.28  0.88  3.99
C  -0.43  1.44  -4.88
C  0.14  2.86  -4.56
C  1.34  2.67  -3.62
C  2.59  2.21  -4.42
C  2.89  3.20  -5.52
C  1.72  3.34  -6.47
N  0.57  3.79  -5.63
O  -0.56  3.91  -6.55
C  1.94  4.46  -7.49
C  1.54  2.06  -7.32
C  -1.01  3.68  -3.87
H  -1.31  1.48  -5.55
H  -0.95  1.19  -3.97
H  0.34  0.71  -5.13
H  1.53  3.67  -3.14
H  0.98  1.94  -2.92
H  2.43  1.22  -4.89
H  3.42  2.04  -3.75
H  3.82  3.02  -6.06
H  2.91  4.21  -5.05
H  2.84  4.31  -8.04
H  1.15  4.34  -8.20
H  1.81  5.42  -7.06
H  1.04  1.25  -6.76
H  0.81  2.29  -8.15
H  2.46  1.75  -7.76
H  -1.26  3.34  -2.88
H  -1.90  3.53  -4.42
H  -0.70  4.73  -3.84
H  -0.85  4.77  -6.27
C  3.53  3.22  2.86
C  2.57  4.41  2.86
C  3.35  5.66  2.56
C  2.55  6.91  2.27
C  1.64  6.57  1.12
C  0.71  5.34  1.39
N  1.59  4.21  1.81
O  0.75  3.07  2.18
C  -0.45  5.76  2.34
C  0.12  4.92  0.09
C  2.00  4.56  4.22
H  3.03  2.33  3.31
H  4.42  3.57  3.34
H  3.75  2.98  1.85
H  3.97  5.78  3.40
H  3.88  5.36  1.67
H  3.29  7.64  1.96
H  2.12  7.26  3.19
H  2.29  6.54  0.24
H  0.98  7.45  0.90
H  -1.08  4.96  2.74
H  -0.05  6.39  3.09
H  -1.02  6.42  1.69
H  -0.55  4.03  0.20
H  -0.41  5.77  -0.32
H  0.98  4.65  -0.58
H  1.21  3.78  4.35
H  1.61  5.55  4.49
H  2.79  4.41  4.94
H  0.81  2.56  1.39
C  -5.45  2.40  6.41
C  -3.96  2.58  6.26
C  -3.35  2.55  7.72
C  -1.83  2.37  7.76
C  -1.58  1.07  7.08
C  -2.03  0.95  5.62
N  -3.39  1.42  5.51
O  -3.68  1.49  4.09
C  -0.96  1.81  4.84
C  -2.04  -0.53  5.11
C  -3.68  3.99  5.57
H  -5.59  1.54  7.08
H  -5.90  2.24  5.43
H  -5.96  3.28  6.85
H  -3.72  3.45  8.22
H  -3.81  1.70  8.21
H  -1.55  2.36  8.81
H  -1.35  3.20  7.28
H  -2.09  0.24  7.58
H  -0.48  0.76  7.12
H  -0.62  2.74  5.36
H  -0.05  1.25  4.81
H  -1.29  2.13  3.81
H  -2.13  -0.51  4.07
H  -1.12  -1.03  5.47
H  -2.96  -1.03  5.56
H  -3.50  4.81  6.30
H  -4.52  4.23  4.91
H  -2.84  3.84  4.90
H  -4.53  1.05  4.13
C  -2.07  1.05  -1.03
C  -1.25  0.27  -0.06
C  -1.69  -1.25  -0.14
C  -0.74  -2.17  0.52
C  0.63  -2.00  -0.17
C  1.14  -0.58  -0.01
N  0.16  0.37  -0.50
O  0.57  1.74  -0.15
C  1.55  -0.49  1.46
C  2.37  -0.32  -0.87
C  -1.43  0.83  1.38
H  -2.13  0.60  -2.02
H  -1.58  2.08  -1.05
H  -3.11  1.21  -0.69
H  -2.70  -1.29  0.27
H  -1.89  -1.61  -1.20
H  -1.15  -3.16  0.35
H  -0.58  -2.01  1.60
H  0.46  -2.29  -1.21
H  1.43  -2.67  0.23
H  2.53  -1.01  1.64
H  1.61  0.58  1.76
H  0.80  -0.88  2.20
H  2.05  -0.36  -1.91
H  2.66  0.68  -0.69
H  3.14  -1.07  -0.67
H  -2.43  0.52  1.77
H  -1.44  1.92  1.37
H  -0.83  0.41  2.16
H  0.76  2.15  -1.02
C  6.85  -1.20  3.41
C  7.28  -0.83  1.99
C  6.04  -0.47  1.15
C  5.51  0.88  1.47
C  6.60  1.99  1.24
C  7.88  1.72  2.11
N  8.21  0.33  1.83
O  9.28  -0.02  2.74
C  9.15  2.53  1.73
C  7.47  2.06  3.56
C  7.92  -2.06  1.31
H  7.75  -1.61  3.87
H  6.10  -2.00  3.41
H  6.45  -0.35  3.95
H  6.17  -0.64  0.11
H  5.27  -1.23  1.33
H  5.18  0.84  2.52
H  4.60  1.13  0.90
H  6.09  2.90  1.59
H  6.77  2.06  0.19
H  9.92  2.41  2.46
H  9.45  2.31  0.67
H  8.94  3.61  1.57
H  7.96  1.40  4.29
H  7.91  3.08  3.63
H  6.38  2.16  3.76
H  8.60  -1.70  0.51
H  7.12  -2.74  1.03
H  8.68  -2.58  1.91
H  10.08  -0.11  2.21
C  -3.63  -6.31  6.12
C  -3.12  -5.26  5.14
C  -1.71  -4.73  5.39
C  -1.06  -3.94  4.19
C  -1.18  -4.73  2.90
C  -2.61  -5.21  2.56
N  -3.07  -5.99  3.76
O  -4.26  -6.62  3.52
C  -3.44  -3.98  2.02
C  -2.64  -6.13  1.31
C  -4.08  -4.09  5.15
H  -3.41  -7.29  5.70
H  -4.68  -6.26  6.22
H  -3.00  -6.22  6.98
H  -1.64  -4.14  6.28
H  -1.09  -5.60  5.68
H  -0.04  -3.58  4.39
H  -1.59  -3.04  3.98
H  -0.49  -5.57  2.91
H  -0.79  -4.16  2.11
H  -4.49  -4.14  2.04
H  -3.21  -3.05  2.60
H  -3.20  -3.71  0.98
H  -2.02  -5.72  0.49
H  -2.25  -7.17  1.44
H  -3.66  -6.22  0.85
H  -5.10  -4.44  4.96
H  -3.78  -3.27  4.54
H  -4.07  -3.74  6.19
H  -5.03  -6.01  3.54

Calculated values
Orbital gap in hartree: 0.3169
2S+1: 1
HOMO energy in eV: -8.3
Strongest force on any atom in eV/A: 3.68
Relative energy (zero: lowest compared OMol25 entry of this formula, charge and spin) in eV: 0.671
Molar mass in g/mol: 1715.79

=====

Among the records above, which one has the lowest strongest force on any atom? C2H2BrI

=====

Look up the relative energy (zero: lowest compared OMol25 entry of this formula, charge and spin) of the first one. 1.474 eV